Arrangement w

Density functional theory data (the ωB97M-V functional and the def2-TZVPD basis) for one molecule with the formula C5H4O3.

Positions of all 12 atoms, in Å:
C -1.101 0.133 -0.040
C 0.863 1.403 0.152
C 1.596 0.538 -0.496
C 0.998 -0.783 -0.442
C -0.399 -1.209 -0.084
H 1.380 2.417 0.633
H 2.722 0.483 -0.749
H 1.611 -1.526 -1.012
H -0.860 -2.016 -0.578
O -2.309 0.064 -0.249
O -0.487 1.264 0.286
O 0.721 -1.309 0.858

SMILES: O=C1OC=C[C@H]2O[C@@H]12
LUMO energy: 0.68 eV
orbital gap: 10.61 eV
HOMO energy: -9.926 eV

Arrangement x

Density functional theory data (the ωB97M-V functional and the def2-TZVPD basis) for C5H4O3 as an isolated structure.

Positions of all 12 atoms, in Å:
C 1.164 -0.320 0.010
C 0.187 1.686 0.100
C -0.767 0.626 -0.155
C -1.647 -1.081 -0.041
C -0.136 -0.559 -0.216
H 2.899 -0.412 -0.437
H 0.249 2.726 -0.027
H -2.160 -1.569 -0.845
H -1.574 -1.440 0.994
O 2.277 -1.107 0.265
O 1.516 1.094 0.024
O -2.008 0.355 0.328

LUMO energy: 0.45 eV
orbital gap: 8.34 eV
HOMO energy: -7.893 eV

It is arrangement x that is the least stable of them.

Arrangement w

Density functional theory data (the ωB97M-V functional and the def2-TZVPD basis) for a 2-piece molecular cluster, C2H3OS overall.

Positions of all 7 atoms, in Å:
C 2.556 -0.468 -0.201
C 0.153 -0.073 0.134
O 2.685 -1.572 -0.687
S 3.391 0.831 0.361
H 0.134 0.891 -0.256
H -0.422 -0.164 1.067
H 0.106 -0.671 -0.734

LUMO energy (spin up / spin down): 3.79 / 3.79 eV
orbital gap (spin up / spin down): 6.00 / 5.99 eV
charge: -1
HOMO energy (spin up / spin down): -2.209 / -2.204 eV

Arrangement x

Density functional theory data (the ωB97M-V functional and the def2-TZVPD basis) for a 2-piece molecular cluster, C2H3OS overall.

Positions of all 7 atoms, in Å:
C 2.696 -0.038 -0.419
C 0.089 -0.152 0.085
O 2.762 0.019 -1.619
S 3.578 -0.077 0.914
H -0.450 -1.073 0.327
H 0.020 0.043 -0.941
H 0.073 0.629 0.816

LUMO energy (spin up / spin down): 3.71 / 3.68 eV
orbital gap (spin up / spin down): 5.45 / 5.75 eV
charge: -1
HOMO energy (spin up / spin down): -1.736 / -2.070 eV

It is arrangement x that is the least stable of them.

Arrangement w

Density functional theory data (the ωB97M-V functional and the def2-TZVPD basis) for an isolated ion of composition CH5N2S and charge +1.

Positions of all 9 atoms, in Å:
C 0.270 0.143 -0.502
N 1.001 -0.780 -1.033
N -0.536 0.050 0.504
S -1.599 1.415 0.984
H 0.224 1.228 -0.790
H 1.826 -0.724 -1.644
H 0.955 -1.809 -0.770
H -0.668 -0.872 0.954
H -1.472 1.348 2.296

SMILES: N/C=[NH+]/S
LUMO energy: -4.03 eV
orbital gap: 10.46 eV
charge: +1
HOMO energy: -14.488 eV

Arrangement x

Density functional theory data (the ωB97M-V functional and the def2-TZVPD basis) for an isolated ion of composition CH5N2S and charge +1.

Positions of all 9 atoms, in Å:
C 0.180 -0.525 0.587
N 1.489 0.064 0.726
N -0.693 0.399 -0.186
S 0.532 0.058 2.223
H 0.303 -1.615 0.265
H 2.233 -0.624 0.773
H -0.395 1.383 0.335
H -1.731 0.289 0.042
H -0.496 0.341 -1.166

SMILES: [NH3+][C@H]1NS1
LUMO energy: -4.04 eV
orbital gap: 10.12 eV
charge: +1
HOMO energy: -14.157 eV

It is arrangement x that is the least stable of them.

Arrangement w

Density functional theory data (the ωB97M-V functional and the def2-TZVPD basis) for a 4-piece molecular cluster, C2H14NO3 overall.

Positions of all 20 atoms, in Å:
C -0.411 -1.027 0.370
N -0.825 -0.482 -1.025
C -0.409 -0.930 -2.270
H -1.203 -1.658 0.698
H -0.086 -0.149 0.882
H 0.465 -1.708 0.288
H -1.871 -0.518 -1.041
H -0.665 0.522 -0.843
H -0.204 -2.015 -2.541
H -1.240 -0.768 -3.087
H 0.502 -0.471 -2.584
H -0.469 2.918 -0.213
H -1.644 2.244 0.809
O -1.041 2.140 -0.001
H 0.714 -0.754 4.051
H 0.690 0.846 4.017
O 0.237 0.041 3.665
H 2.598 0.682 -1.462
H 2.788 -0.720 -0.949
O 2.095 -0.098 -1.096

LUMO energy: -2.97 eV
orbital gap: 11.49 eV
charge: +1
HOMO energy: -14.456 eV

Arrangement x

Density functional theory data (the ωB97M-V functional and the def2-TZVPD basis) for a 4-piece molecular cluster, C2H14NO3 overall.

Positions of all 20 atoms, in Å:
C -1.260 0.148 0.037
N -0.496 1.131 -0.798
C -0.018 2.318 0.027
H -0.668 0.122 0.948
H -2.322 0.328 0.135
H -1.121 -0.817 -0.453
H -1.054 1.467 -1.580
H 0.416 0.818 -1.162
H 0.764 2.020 0.699
H -0.910 2.701 0.507
H 0.433 3.024 -0.670
H -0.455 -6.760 -1.680
H -1.402 -5.801 -1.015
O -0.991 -5.979 -1.868
H 2.124 -0.950 -0.905
H 3.044 0.269 -0.890
O 2.158 -0.018 -1.155
H 0.392 1.272 3.462
H 0.749 2.711 3.500
O 0.618 1.998 2.861

LUMO energy: -2.97 eV
orbital gap: 10.63 eV
charge: +1
HOMO energy: -13.608 eV

Arrangement y

Density functional theory data (the ωB97M-V functional and the def2-TZVPD basis) for a 4-piece molecular cluster, C2H14NO3 overall.

Positions of all 20 atoms, in Å:
C 1.173 1.569 -1.322
N 0.116 0.602 -0.819
C -0.782 1.299 0.135
H 0.692 2.498 -1.606
H 1.612 1.130 -2.214
H 1.892 1.706 -0.522
H -0.294 0.165 -1.663
H 0.564 -0.228 -0.383
H -1.726 0.755 0.178
H -0.344 1.211 1.125
H -0.953 2.320 -0.165
H -2.291 -1.232 -3.071
H -1.196 -1.765 -2.208
O -1.543 -0.934 -2.518
H 2.152 -1.087 0.965
H 0.858 -1.381 1.770
O 1.240 -1.438 0.856
H -0.139 -2.482 3.996
H -0.771 -1.018 3.975
O -0.260 -1.689 3.489

LUMO energy: -2.81 eV
orbital gap: 12.36 eV
charge: +1
HOMO energy: -15.169 eV

It is arrangement w that is the least stable of them.

Arrangement w

Density functional theory data (the ωB97M-V functional and the def2-TZVPD basis) for a 2-piece molecular cluster, C3H8O3S overall.

Positions of all 15 atoms, in Å:
O 1.125 -1.578 1.956
C 0.938 -0.811 1.045
O 1.905 -0.035 0.539
C -0.392 -0.590 0.403
C -1.198 0.478 1.152
S -1.998 1.841 0.227
H 2.734 -0.183 0.988
H -0.286 -0.315 -0.648
H -0.933 -1.514 0.334
H -0.525 0.967 1.857
H -2.011 0.061 1.738
H -1.052 2.056 -0.704
H 0.555 0.664 -3.053
H 0.787 -0.806 -2.613
O 0.350 -0.235 -3.221

SMILES: O=C(O)CCS.O
LUMO energy: 0.38 eV
orbital gap: 9.73 eV
HOMO energy: -9.341 eV

Arrangement x

Density functional theory data (the ωB97M-V functional and the def2-TZVPD basis) for a 2-piece molecular cluster, C3H8O3S overall.

Positions of all 15 atoms, in Å:
O -2.763 0.245 1.624
C -1.733 -0.413 1.616
O -1.791 -1.705 1.281
C -0.431 0.309 1.374
C -0.143 0.413 -0.156
S 1.534 1.086 -0.441
H -2.612 -1.876 0.804
H 0.345 -0.349 1.840
H -0.515 1.347 1.690
H -0.252 -0.604 -0.510
H -0.936 1.154 -0.562
H 1.197 2.425 -0.638
H 3.608 -0.851 -3.113
H 2.058 -0.905 -3.158
O 2.853 -0.954 -3.698

SMILES: O=C(O)CCS.O
LUMO energy: 0.40 eV
orbital gap: 10.05 eV
HOMO energy: -9.647 eV

It is arrangement x that is the least stable of them.

Arrangement w

Density functional theory data (the ωB97M-V functional and the def2-TZVPD basis) for one molecule with the formula C2H3BrN2S.

Positions of all 9 atoms, in Å:
C -0.133 0.768 -0.010
C 0.696 -0.001 -0.702
N -0.523 -1.276 0.934
N -1.083 -0.115 0.928
S 0.553 -1.698 -0.378
Br -3.046 -0.075 -0.152
H -0.304 1.819 0.007
H 1.428 0.315 -1.419
H -1.034 -2.043 1.352

SMILES: BrN1C=CSN1
LUMO energy (spin up / spin down): -0.37 / -0.37 eV
orbital gap (spin up / spin down): 7.75 / 7.75 eV
HOMO energy (spin up / spin down): -8.118 / -8.120 eV

Arrangement x

Density functional theory data (the ωB97M-V functional and the def2-TZVPD basis) for a 2-piece molecular cluster, C2H3BrN2S overall.

Positions of all 9 atoms, in Å:
C 0.448 -0.388 1.312
C -0.758 0.899 -0.437
N 1.445 -0.559 0.741
N -0.053 0.575 -1.370
S 2.468 -0.760 -0.408
Br -2.266 -0.449 0.016
H -0.340 -0.781 1.874
H -0.999 1.665 0.240
H 0.055 -0.200 -1.967

SMILES: C#[N+][S-].[H]/N=C\Br
LUMO energy: -0.22 eV
orbital gap: 8.71 eV
HOMO energy: -8.926 eV

It is arrangement x that is the least stable of them.